Below is one molecule with the formula C19H24N2O5S2, with properties calculated with the ωB97M-V functional and the def2-TZVPD basis.

Atoms and positions in Å:
H  4.15315  0.77861  3.27889
H  -4.16941  0.81559  -5.93669
H  3.62882  -1.11648  4.53861
H  3.53360  -2.50122  1.01814
C  3.08899  0.67737  3.50279
H  4.02538  1.14380  1.01001
O  -2.25480  0.39766  -5.24736
C  2.79029  -0.76284  3.93423
S  1.94101  -1.12586  -0.54119
N  -2.37614  0.98196  1.17008
H  -0.16798  1.15420  -4.05223
O  1.83872  -0.09384  -1.53334
H  -0.02337  2.04959  -1.75094
C  -1.05162  1.25352  -3.44423
O  2.37399  -2.43176  -0.94938
H  -3.32554  0.90021  1.49575
C  0.31491  -1.28882  0.20773
C  -0.20515  -2.52824  0.52693
H  2.49786  1.31031  0.13367
C  -2.20085  -1.43437  1.30971
H  2.20173  2.24152  2.31969
C  -1.46997  -2.58928  1.09214
H  -4.40378  0.69763  -3.59341
N  2.98612  -0.59717  0.62076
H  2.87993  1.33094  4.35228
C  2.54438  -1.74986  2.78805
H  0.04844  0.82164  0.17939
H  1.90565  -0.76986  4.57504
O  -0.77168  2.88425  0.62619
H  -4.22990  1.57524  -1.29924
C  -2.12330  1.83789  -1.39693
H  0.37830  -3.41159  0.32614
H  -1.89576  -3.54523  1.35706
C  -3.34832  1.46522  -1.91126
C  -3.45753  -0.01167  -5.85836
H  2.67537  -2.76197  3.17634
C  -3.43898  0.97970  -3.20365
H  1.51202  -1.66906  2.44399
C  3.46389  -1.56524  1.57492
O  -3.21371  3.21719  0.58173
H  -3.18943  -1.49116  1.74150
C  -2.28483  0.86287  -3.98020
C  2.29186  1.15440  2.28765
H  4.46898  -1.27576  1.89511
C  2.98301  0.80176  0.96700
H  -3.17940  -0.34251  -6.85744
S  -2.07427  2.39985  0.29149
C  -0.39022  -0.12722  0.42668
C  -0.97153  1.74245  -2.15937
H  1.28138  0.74646  2.31116
C  -1.67084  -0.18744  0.97234
H  -3.91948  -0.84335  -5.31798

Cartesian forces, eV/Å:
H 0.0661 0.0721 0.0345
H 0.0292 -0.0301 0.0195
H -0.0421 -0.0329 0.0805
H 0.2159 0.0122 0.2232
C -0.2371 -0.0541 0.0771
H -0.0935 -0.0053 -0.0413
O 0.2669 0.0966 0.1598
C 0.0001 0.0096 -0.0879
S 0.2879 -0.1282 -0.1303
N -0.1457 1.0195 -0.1425
H 0.1229 -0.0158 -0.0776
O -0.1508 0.2251 0.2267
H 0.1553 -0.0006 0.0299
C -0.1747 -0.0760 -0.1341
O -0.1940 -0.0489 0.3494
H -0.1242 0.1820 -0.0542
C 0.3983 -0.0479 -0.3296
C 0.1353 -0.1275 -0.0520
H 0.1587 0.1871 0.0979
C -0.0151 0.2203 -0.0047
H -0.0569 0.0164 -0.0294
C 0.0653 0.0753 -0.0164
H -0.0665 -0.0246 -0.0517
N -0.5604 -0.2664 -0.9136
H 0.1075 0.0227 -0.0051
C 0.2016 0.1053 0.1134
H 0.1025 0.0957 -0.0197
H 0.0399 -0.0101 0.0822
O 0.1845 -0.2644 -0.2878
H -0.1704 -0.0302 0.0011
C 0.0643 0.3406 0.6570
H 0.0184 -0.1556 -0.0084
H -0.0373 -0.0736 0.0117
C -0.0642 0.0028 -0.0431
C -0.2137 -0.0725 -0.1095
H -0.0768 -0.0463 -0.0391
C -0.0504 -0.0865 -0.1480
H 0.0185 -0.0819 0.0664
C -0.0801 -0.7120 0.2976
O -0.1404 -0.1817 -0.1461
H -0.1270 -0.0208 0.0401
C 0.1595 0.1342 0.2346
C 0.3350 0.0049 0.0194
H 0.0302 0.0025 -0.1010
C -0.2798 0.6134 0.0175
H -0.0691 0.0159 0.0725
S -0.5998 -0.3646 0.2886
C -0.1320 -0.0295 0.0704
C 0.0802 0.0027 -0.1009
H -0.1049 0.0523 -0.0125
C 0.7437 -0.5614 -0.1799
H 0.0196 0.0399 -0.0048

Calculated values
SMILES string: COc1ccc(S(=O)(=O)Nc2cccc(S(=O)(=O)N3CCCCCC3)c2)cc1
HOMO level, eV: -8.87
Kohn-Sham gap, Eh: 0.3424
Energy above the lowest of the compared OMol25 structures with the same formula, charge and spin, kJ/mol: 233.7

Below is one molecule with the formula C19H24N2O6, with properties calculated with the ωB97M-V functional and the def2-TZVPD basis.

Atoms and positions in Å:
H  -2.87845  2.98065  1.90802
H  0.13442  -0.87410  -2.72028
C  5.56976  0.24198  -0.22842
H  -4.15001  -1.27433  1.65567
H  6.64754  0.82739  1.53135
H  2.07942  -4.03736  0.33676
C  3.22920  0.75777  -0.57417
H  4.12594  -2.84681  0.98592
H  4.89260  0.93786  1.69746
O  -1.46811  0.50115  1.20365
C  -1.50071  -1.31684  -1.45664
C  -0.91813  -0.62244  -2.63074
H  6.44346  0.34975  -0.87796
C  3.31401  -2.29710  0.49919
H  2.88058  2.27269  -2.01758
H  5.76914  2.15212  0.75114
C  -2.80344  -1.96786  0.19310
N  -1.38375  2.60802  0.45869
C  0.57328  1.21401  0.21591
C  1.99128  -3.02002  0.70838
N  -0.85886  -2.24748  -0.80267
O  -4.38041  1.03579  1.16949
C  5.72796  1.09896  1.02083
H  3.53202  -2.21801  -0.57549
C  -3.82314  -2.22356  1.23532
H  -0.84120  3.38105  0.11480
H  5.46645  -0.81046  0.04848
C  -0.82342  1.39102  0.67610
H  1.18120  -2.52982  0.17361
O  3.36210  -1.00623  1.10073
H  -1.02751  0.45361  -2.51339
H  0.90026  -0.36906  1.60704
H  0.54729  2.67582  -1.37249
H  -3.87616  0.02927  -2.32829
C  1.33924  0.22384  0.81963
H  -4.74540  -0.26828  -0.78268
H  1.74934  -3.05447  1.76761
H  -3.39252  -2.84178  2.01715
O  -3.30593  1.22192  -0.80182
O  4.49633  0.67026  -1.05497
H  -4.68712  -2.73268  0.80926
C  -2.77991  -1.10323  -0.87208
O  -1.66005  -2.65893  0.21433
C  2.64914  -0.02463  0.43986
C  1.12817  1.94135  -0.83413
C  -2.76515  2.81266  0.83076
H  -1.43703  -0.92534  -3.53988
H  -3.16730  3.66440  0.27949
C  -3.56551  1.56106  0.46342
C  2.43118  1.71167  -1.21270
C  -3.77588  -0.06022  -1.24442

Cartesian forces, eV/Å:
H -0.0697 -0.0632 -0.2012
H 0.0945 0.0325 -0.0644
C 0.5067 -0.0380 0.3918
H -0.0262 -0.0111 0.0389
H 0.0977 -0.0243 0.0868
H -0.0216 -0.1381 -0.0670
C -0.1587 0.0879 -0.0055
H -0.0452 0.0571 -0.1488
H -0.0108 0.0096 0.1043
O 0.1789 -0.0744 0.3251
C -0.4113 -0.3235 0.5170
C 0.0583 -0.1203 0.0370
H -0.1109 -0.0532 0.1106
C -0.0282 -0.5650 -0.1085
H 0.0639 0.0583 -0.0700
H 0.0485 0.0950 -0.0003
C -0.2108 0.6226 -0.8926
N -0.0760 0.3759 -0.0199
C 0.2957 -0.2372 -0.1024
C 0.2748 0.3941 -0.0096
N 0.7871 0.3225 -0.9378
O -0.0978 0.0089 -0.0170
C -0.1974 -0.1560 -0.3582
H 0.0626 0.0361 0.1193
C 0.1459 -0.0281 0.0250
H 0.0159 -0.1356 0.0244
H 0.0013 0.1131 -0.1124
C 0.1663 0.2076 -0.0383
H -0.0113 -0.0766 0.0058
O -0.1616 0.6081 -0.0293
H 0.0407 0.0965 -0.0425
H -0.0150 -0.0920 0.0754
H -0.0597 0.0695 -0.0590
H -0.0573 0.0309 0.1593
C -0.0501 0.1490 -0.0495
H 0.0852 0.0583 -0.1836
H -0.0277 -0.0446 0.1346
H -0.0363 -0.0606 0.0931
O 0.0469 0.2489 -0.3534
O -0.4120 -0.1213 -0.1236
H -0.0290 -0.0526 0.0318
C -0.1109 -0.4545 0.4026
O -0.5841 -0.1155 0.5982
C 0.1515 -0.1401 0.0029
C -0.0321 -0.0599 0.1718
C 0.0271 -0.4005 0.1923
H 0.0100 0.0320 -0.0878
H 0.0135 -0.0478 0.0424
C -0.2629 0.4798 0.1649
C 0.1904 -0.0778 0.0246
C -0.0485 -0.4824 0.2032

Calculated values
SMILES string: CCOc1ccc(C(=O)NCC(=O)OCc2c(C)noc2C)cc1OCC
HOMO level, eV: -8.67
Kohn-Sham gap, Eh: 0.3403
Energy above the lowest of the compared OMol25 structures with the same formula, charge and spin, kJ/mol: 293.3

Below is one molecule with the formula C19H24N2OS, with properties calculated with the ωB97M-V functional and the def2-TZVPD basis.

Atoms and positions in Å:
H  -4.24887  1.69233  -1.56602
C  -3.54551  2.10064  0.46368
H  1.83194  2.19504  2.02058
C  -0.38979  2.10234  -1.19417
C  -2.95399  -0.94084  -0.02473
C  0.85424  1.22109  -1.15416
C  3.03761  0.79835  -0.00859
C  1.83388  1.70362  -0.07811
C  2.90260  -0.55378  0.28686
C  0.10305  -3.32715  0.01955
H  0.55858  0.19132  -0.94388
C  -1.08438  2.09712  0.16972
C  4.31166  1.29979  -0.24087
H  2.16972  2.71028  -0.35251
C  4.00997  -1.37966  0.34419
C  5.42260  0.47647  -0.18220
H  0.15848  3.69249  0.92498
H  -0.10804  3.12924  -1.44261
H  6.40543  0.88612  -0.36520
C  -1.77854  -1.78465  -0.30538
H  -0.60546  2.71316  2.17688
C  -1.00341  -1.92187  -1.42668
H  1.92478  -0.97288  0.47480
H  -2.43988  3.41245  -0.64883
C  -0.11099  2.67304  1.20599
H  -2.44944  0.22137  -1.61796
H  0.84403  0.79321  1.61195
C  5.27480  -0.86778  0.10965
H  -3.37762  1.51483  1.36979
H  -1.19887  -1.43039  -2.36393
O  -3.66384  -1.12206  0.94618
H  4.43677  2.34894  -0.47040
H  -4.33630  2.82730  0.67116
C  1.13320  1.79365  1.28355
H  -5.00774  0.71047  -0.28600
H  3.88510  -2.42804  0.57394
C  -4.06926  1.14604  -0.63720
H  0.81388  -4.01627  0.43053
H  1.35352  1.23104  -2.12656
H  -1.28454  1.06128  0.46511
N  -2.33969  2.83862  0.17952
N  -3.15971  0.05776  -0.92381
H  -1.06785  1.75142  -1.97881
C  0.07263  -2.81023  -1.23930
H  0.79368  -3.04474  -2.00177
H  6.13971  -1.51304  0.15519
S  -1.18475  -2.75748  0.99643

Cartesian forces, eV/Å:
H -0.0350 -0.0263 0.0474
C -0.3015 -0.1707 -0.2390
H 0.0328 -0.0947 0.0454
C -0.1015 -0.3881 0.2078
C -0.1034 0.2136 -0.4476
C 0.0762 0.3654 -0.0785
C 0.0684 0.2066 -0.0637
C -0.0806 -0.3273 0.1052
C -0.0322 0.0011 0.0114
C -0.2848 0.1082 0.2438
H 0.0205 -0.0450 0.0003
C 0.2344 0.4365 0.1481
C -0.0409 0.0118 -0.0013
H 0.0223 -0.0174 0.0045
C -0.0160 -0.0757 0.0171
C 0.1233 -0.0231 -0.0064
H -0.0358 0.1192 -0.0213
H -0.0493 0.0832 -0.0550
H 0.0785 0.0285 -0.0144
C 0.4007 -0.4571 0.2843
H -0.0504 0.0672 0.0160
C -0.3688 0.0921 0.2605
H -0.1432 -0.0396 0.0124
H 0.0129 -0.0234 0.0270
C -0.0286 -0.5155 -0.0223
H 0.0015 -0.0618 0.1255
H 0.0252 -0.0977 0.0453
C 0.1227 -0.0408 -0.0062
H -0.1157 0.0348 0.0201
H -0.0741 0.1253 -0.1519
O -0.0601 0.0368 0.2402
H -0.0134 0.1080 -0.0227
H -0.0578 -0.1151 0.0895
C 0.0522 0.3999 -0.0859
H -0.0233 0.0814 -0.1224
H -0.0097 -0.0925 0.0244
C -0.0755 0.2038 0.5180
H 0.1733 -0.1660 0.0524
H 0.0167 -0.0869 -0.0003
H 0.0354 0.0245 -0.0617
N 0.0819 0.1714 -0.3054
N 0.0821 -0.0324 -0.2056
H -0.0517 0.0688 -0.0369
C 0.1825 -0.1295 0.0731
H 0.1311 -0.0695 -0.1070
H 0.0692 -0.0490 0.0038
S 0.1094 0.1574 -0.5681

Calculated values
SMILES string: O=C(NCCN[C@H]1CC[C@H](c2ccccc2)CC1)c1cccs1
HOMO level, eV: -8.43
Kohn-Sham gap, Eh: 0.3261
Energy above the lowest of the compared OMol25 structures with the same formula, charge and spin, kJ/mol: 10.2

Below is one molecule with the formula C19H24N4O6S, with properties calculated with the ωB97M-V functional and the def2-TZVPD basis.

Atoms and positions in Å:
H  2.00819  6.91090  3.60215
C  -0.62933  2.68612  1.88499
H  0.51012  5.64524  -0.27263
C  -0.48170  4.71267  -2.43850
H  4.05541  -2.74155  -3.82139
H  0.48997  -2.16118  -2.69133
H  0.57910  5.97109  4.10210
C  -0.29068  -1.40442  -0.81490
O  -2.69836  -0.25666  -0.33388
C  0.07509  3.74172  2.46890
C  0.17495  4.79881  0.30347
H  -0.85240  4.43213  -3.42303
O  -1.72128  0.53046  2.21182
O  1.53618  -5.44032  -1.09078
N  -1.31819  0.23100  4.35301
H  3.15477  -3.75602  -4.95160
N  -0.78278  1.40873  3.98846
H  -1.80592  -4.31471  -0.74726
N  0.07926  -3.73579  -1.39904
H  -1.49516  1.86961  0.08796
H  2.94064  -5.53099  -3.19528
H  3.84960  -4.51510  -2.06181
C  -1.86609  -0.26593  3.28748
O  1.15553  5.88952  2.10947
H  -1.23825  -2.49516  -2.41636
C  3.18641  -4.49612  -2.93402
C  -0.25048  -2.43880  -1.94412
C  -3.34194  -1.67197  1.45089
C  -0.93628  2.67738  0.53339
H  0.70568  -1.29196  -0.37570
C  -0.83597  -3.12581  0.78186
C  3.82875  -3.76742  -4.09922
N  -1.20538  -1.84424  0.22282
H  -0.42134  -5.12610  0.03876
O  1.98376  -3.80793  -2.58614
H  4.74870  -4.27133  -4.38004
C  1.47837  5.96773  3.47921
S  -2.66561  -1.79009  3.15063
H  0.28229  3.69018  3.52346
H  2.12808  5.14244  3.78508
H  -3.72446  -2.66986  1.23489
H  -0.94374  5.65636  -2.13281
H  -4.17424  -0.96701  1.46899
O  -0.84659  3.65736  -1.58120
C  -0.79814  -4.17478  -0.33904
H  -1.53060  -3.43735  1.55821
C  -2.38174  -1.20040  0.36357
C  0.47174  4.80123  1.67071
H  0.16215  -3.03607  1.22483
H  0.60501  4.83726  -2.48209
C  1.23252  -4.40810  -1.64074
C  -1.02463  1.58097  2.72345
C  -0.52356  3.74549  -0.26655
H  -0.63746  -0.44122  -1.19109

Cartesian forces, eV/Å:
H -0.0339 -0.0814 0.0423
C 0.0229 0.3841 -0.7714
H 0.0235 0.0832 -0.1082
C 0.0631 0.1588 -0.1310
H 0.0742 0.1066 -0.0206
H -0.1374 0.0063 0.0374
H 0.0282 -0.0130 -0.0198
C -0.0281 0.1843 -0.4060
O -0.2493 0.1320 -0.1990
C 0.0986 0.1574 0.0999
C -0.0094 0.0770 -0.1942
H 0.0468 0.0656 0.0529
O 0.0841 0.2190 0.1676
O 0.2761 -0.2997 0.1059
N -0.8343 -1.4782 0.0699
H -0.0175 0.0059 -0.1229
N 0.5344 1.3493 -0.8466
H 0.0070 -0.0056 0.0552
N -0.0797 0.0973 -0.0758
H -0.0831 -0.1382 -0.0603
H 0.0586 0.1555 0.0777
H -0.1152 -0.0436 -0.1240
C 0.2245 0.3065 0.3180
O -0.0984 -0.0614 -0.3122
H 0.0579 0.0612 -0.0062
C 0.4086 -0.3128 -0.0674
C 0.1194 0.3743 -0.0059
C 0.0116 0.3039 0.4519
C 0.0097 -0.0143 0.1183
H -0.0130 -0.0114 -0.0388
C -0.1171 -0.5218 -0.1560
C -0.3350 -0.0634 0.3398
N 0.3030 0.0455 -0.0241
H -0.1145 0.0904 -0.0428
O -0.1661 0.1853 -0.0202
H 0.1015 -0.0365 -0.0432
C 0.0515 0.0093 0.2159
S -0.2801 -0.3118 -0.1464
H 0.0703 0.0738 0.1275
H -0.0305 0.0194 -0.0082
H -0.0056 -0.0162 0.0384
H 0.0238 -0.0288 0.0009
H 0.1182 -0.1378 -0.1559
O -0.0865 -0.2116 0.2007
C 0.1554 -0.1438 0.3525
H 0.1108 0.0428 -0.0687
C -0.2269 -0.1126 0.0432
C -0.1416 -0.2628 -0.0301
H -0.0875 -0.0482 0.0537
H -0.0408 0.0045 0.0136
C -0.0842 -0.0211 -0.0961
C 0.0928 -0.3088 0.9455
C 0.1413 0.0938 0.3078
H 0.0980 -0.1085 0.0653

Calculated values
SMILES string: CCOC(=O)N1CCN(C(=O)CSc2nnc(-c3cc(OC)cc(OC)c3)o2)CC1
HOMO level, eV: -8.34
Kohn-Sham gap, Eh: 0.3235
Energy above the lowest of the compared OMol25 structures with the same formula, charge and spin, kJ/mol: 205.4

Among the records above, which one has the highest energy above the lowest of the compared OMol25 structures with the same formula, charge and spin?
C19H24N2O6

What is the energy above the lowest of the compared OMol25 structures with the same formula, charge and spin in the third record?
10.2 kJ/mol